A.
C5H6BrF | ωB97M-V/def2-TZVPD

Geometry (Å):
C1 1.51 -2.44 0.02
C2 0.64 -1.40 -0.03
C3 0.75 -0.03 0.14
C4 -1.15 0.75 -0.47
C5 -1.31 2.06 0.13
F1 -2.07 -0.16 -0.14
Br1 2.30 0.98 -0.07
H1 1.36 -3.40 -0.24
H2 2.57 -2.26 0.27
H3 -0.39 -1.51 -0.27
H4 -0.37 2.59 0.05
H5 -1.78 2.13 1.09
H6 -2.06 2.69 -0.47

Properties
Gap between HOMO and LUMO (spin up / spin down)   7.194 / 7.769 eV
Total charge   0

B.
C5H6BrF | ωB97M-V/def2-TZVPD

Geometry (Å):
C1 -1.04 0.21 -0.34
C2 -2.31 -2.87 1.20
C3 1.42 0.50 0.17
C4 1.10 1.16 -1.09
C5 0.05 1.08 -0.03
F1 -1.73 -4.02 1.29
Br1 -1.02 -1.66 0.89
H1 -2.15 0.44 -0.12
H2 1.48 -0.56 -0.01
H3 2.11 0.97 0.81
H4 1.33 2.20 -1.21
H5 1.09 0.53 -2.05
H6 -0.34 2.02 0.50

Properties
Gap between HOMO and LUMO (spin up / spin down)   6.966 / 6.971 eV
Total charge   0

Which is the most stable structure? A is the most stable.

A.
C7H15N4 | ωB97M-V/def2-TZVPD

Geometry (Å):
C1 0.06 -0.82 0.01
C2 -2.23 -1.46 -0.07
C3 1.67 1.70 0.12
C4 2.26 0.26 -0.04
C5 -2.75 -0.06 0.33
C6 -0.49 1.05 0.33
C7 2.05 -2.12 -0.03
N1 -0.79 -1.69 -0.07
N2 0.34 1.92 -0.37
N3 1.40 -0.87 0.04
N4 -1.80 1.00 -0.28
H1 -2.78 -2.14 0.55
H2 -2.66 -1.57 -1.12
H3 1.77 2.13 1.13
H4 2.39 2.32 -0.42
H5 2.59 0.39 -1.04
H6 3.06 0.25 0.60
H7 -3.71 0.09 -0.16
H8 -2.94 0.23 1.45
H9 -0.66 1.07 1.38
H10 1.23 -2.87 -0.26
H11 2.90 -2.09 -0.84
H12 2.49 -2.38 0.86
H13 -0.01 2.87 -0.38
H14 -1.47 0.77 -1.28
H15 -2.33 1.85 -0.22

Properties
Gap between HOMO and LUMO   9.124 eV
Total charge   +1

B.
C7H15N4 | ωB97M-V/def2-TZVPD

Geometry (Å):
C1 2.22 -1.11 0.48
C2 1.95 -0.94 -1.02
C3 1.67 0.55 -1.35
N1 0.32 0.83 -1.93
C4 -0.57 -0.11 -1.48
N2 -1.45 0.23 -0.60
N3 -0.41 -1.34 -1.98
C5 0.86 -1.94 -1.45
H1 1.30 -1.30 1.02
H2 2.73 -0.25 0.89
H3 2.86 -1.97 0.64
H4 2.87 -1.20 -1.50
H5 1.76 1.12 -0.44
H6 2.39 0.97 -2.02
H7 0.35 0.67 -2.93
H8 -2.22 -0.35 -0.31
H9 -1.33 1.13 -0.16
H10 -1.22 -1.90 -1.72
H11 0.60 -2.52 -0.58
H12 1.22 -2.65 -2.17
C6 -2.59 2.43 3.37
C7 -2.76 1.22 2.56
N4 -2.89 0.27 1.95
H13 -3.20 2.34 4.27
H14 -1.55 2.54 3.65
H15 -2.92 3.30 2.80

Properties
Gap between HOMO and LUMO   10.772 eV
Total charge   +1

Which is the most stable structure? B is the most stable.

A.
C2H3ClS | ωB97M-V/def2-TZVPD

Geometry (Å):
C1 -0.33 -0.25 0.45
C2 -0.61 -0.46 -0.95
S1 -1.05 -1.79 0.14
Cl1 0.74 -1.08 -2.14
H1 1.90 0.16 0.50
H2 -0.89 0.51 1.00
H3 -1.51 -0.03 -1.42

Properties
Gap between HOMO and LUMO (spin up / spin down)   8.490 / 8.500 eV
Total charge   0

B.
C2H3ClS | ωB97M-V/def2-TZVPD

Geometry (Å):
S1 0.96 0.15 -2.14
C1 0.06 -0.40 -0.90
C2 -0.25 0.41 0.62
Cl1 0.30 -0.78 1.83
H1 -0.45 -1.39 -0.94
H2 0.52 1.10 0.68
H3 -1.14 0.91 0.87

Properties
Gap between HOMO and LUMO   8.521 eV
Total charge   0
SMILES string   S=CCCl

Which is the most stable structure? B is the most stable.

A.
C16H21N3O2 | ωB97M-V/def2-TZVPD

Geometry (Å):
C1 2.37 0.42 -2.47
N1 3.39 -0.16 -1.62
C2 4.57 -0.50 -2.38
C3 3.71 0.68 -0.48
C4 2.53 0.86 0.48
C5 1.85 -0.44 0.76
C6 2.42 -1.60 1.20
N2 1.48 -2.59 1.31
C7 0.27 -2.09 0.94
C8 -0.98 -2.69 0.88
C9 -2.04 -1.92 0.46
C10 -1.89 -0.56 0.12
C11 -3.10 0.23 -0.29
C12 -3.98 0.56 0.93
C13 -3.29 1.51 1.93
O1 -3.88 2.78 1.73
C14 -4.97 2.67 0.93
O2 -5.67 3.58 0.63
N3 -5.12 1.36 0.58
C15 -0.64 0.03 0.18
C16 0.46 -0.73 0.59
H1 1.44 0.51 -1.92
H2 2.20 -0.24 -3.32
H3 2.66 1.41 -2.86
H4 4.30 -1.18 -3.18
H5 5.29 -1.00 -1.73
H6 5.06 0.39 -2.82
H7 4.53 0.19 0.05
H8 4.07 1.68 -0.80
H9 2.91 1.29 1.41
H10 1.81 1.56 0.06
H11 3.45 -1.80 1.44
H12 1.66 -3.53 1.60
H13 -1.12 -3.73 1.14
H14 -3.03 -2.36 0.39
H15 -2.79 1.17 -0.77
H16 -3.70 -0.34 -1.00
H17 -4.29 -0.37 1.42
H18 -2.21 1.59 1.76
H19 -3.46 1.20 2.97
H20 -5.76 1.10 -0.15
H21 -0.52 1.07 -0.10

Properties
Gap between HOMO and LUMO   8.603 eV
Total charge   0
SMILES string   CN(C)CCc1c[nH]c2ccc(C[C@H]3COC(=O)N3)cc12

B.
C16H21N3O2 | ωB97M-V/def2-TZVPD

Geometry (Å):
C1 -4.22 1.25 1.07
C2 -3.09 0.84 1.61
C3 -1.73 1.12 1.05
C4 -1.08 -0.17 0.63
C5 -0.40 -0.94 1.57
C6 0.18 -2.15 1.22
O1 0.89 -2.94 2.07
C7 1.31 -2.39 3.29
C8 0.04 -2.61 -0.08
C9 -0.63 -1.85 -1.02
C10 -1.18 -0.62 -0.69
O2 -1.82 0.20 -1.59
C11 -1.38 0.18 -2.93
C12 0.11 0.53 -3.04
C13 0.38 1.94 -2.52
C14 1.82 2.12 -2.02
N1 2.00 1.50 -0.73
C15 2.49 0.30 -0.40
N2 2.47 0.15 0.91
C16 1.93 1.30 1.34
N3 1.64 2.14 0.39
H1 -5.18 1.01 1.49
H2 -4.23 1.84 0.17
H3 -3.10 0.23 2.50
H4 -1.11 1.62 1.80
H5 -1.83 1.78 0.18
H6 -0.33 -0.56 2.58
H7 1.86 -1.45 3.13
H8 1.98 -3.13 3.74
H9 0.47 -2.22 3.97
H10 0.47 -3.56 -0.35
H11 -0.72 -2.23 -2.03
H12 -1.99 0.93 -3.43
H13 -1.58 -0.79 -3.40
H14 0.67 -0.19 -2.46
H15 0.41 0.45 -4.09
H16 0.18 2.68 -3.30
H17 -0.29 2.15 -1.68
H18 2.53 1.67 -2.72
H19 2.04 3.18 -1.90
H20 2.87 -0.42 -1.10
H21 1.78 1.52 2.38

Properties
Gap between HOMO and LUMO   8.584 eV
Total charge   0
SMILES string   C=CCc1cc(OC)ccc1OCCCCn1cncn1

Which is the most stable structure? A is the most stable.